--- i ---
Density functional theory data (the ωB97M-V functional and the def2-TZVPD basis) for a 4-piece molecular cluster, C3H11NO3 overall.

Each line ends with the natural charge from an NBO analysis.
Atoms and positions in Å:
1 C 0.38 1.11 2.19  -0.438
2 C -0.48 0.13 1.92  -0.042
3 N -0.15 -1.16 1.40  -0.476
4 C 0.71 -1.84 2.04  0.002
5 H 1.42 0.95 1.94  0.192
6 H 0.16 1.90 2.90  0.219
7 H -1.54 0.20 2.11  0.214
8 H 1.49 -1.31 2.60  0.153
9 H 0.81 -2.91 1.87  0.182
10 O -2.08 -0.16 -0.78  -0.933
11 H -1.42 -0.54 -0.18  0.476
12 H -1.54 -0.11 -1.59  0.450
13 O 1.46 -1.00 -1.93  -0.936
14 H 0.76 -0.70 -1.34  0.467
15 H 1.88 -0.20 -2.26  0.468
16 O -0.61 2.29 -3.63  -0.926
17 H -1.35 1.68 -3.45  0.466
18 H 0.10 1.70 -3.81  0.461

Its HOMO energy is -9.924 eV. As for the SMILES: C=CN=C.O.O.O. The calculation puts the orbital gap at 10.25 eV.


--- ii ---
Density functional theory data (the ωB97M-V functional and the def2-TZVPD basis) for a 3-piece molecular cluster, C3H11NO3 overall.

Each line ends with the natural charge from an NBO analysis.
Atoms and positions in Å:
1 C -0.53 1.71 -1.80  -0.447
2 N -0.47 1.58 -0.35  -0.445
3 C 0.24 2.58 0.43  -0.402
4 C -0.94 0.35 0.08  0.537
5 O -1.52 -0.40 -0.66  -0.602
6 H -1.22 1.10 -2.39  0.252
7 H 0.36 1.34 -2.33  0.193
8 H -0.72 2.73 -2.15  0.198
9 H -0.45 3.37 0.68  0.198
10 H 0.96 3.06 -0.21  0.207
11 H 0.71 2.09 1.29  0.214
12 H -0.56 0.14 1.09  0.097
13 O 0.35 -2.00 3.21  -0.928
14 H 0.68 -2.68 2.62  0.469
15 H -0.25 -1.58 2.58  0.460
16 O 0.94 -4.30 -0.41  -0.943
17 H 0.54 -4.70 -1.19  0.474
18 H 1.88 -4.38 -0.50  0.469

Its HOMO energy is -9.283 eV. As for the SMILES: CN(C)C=O.O.O. The calculation puts the orbital gap at 9.98 eV.


Of the structures shown above, ii is the most stable.